Below is an isolated ion of composition C17H9F3N3O4S and charge -1 in a non-equilibrium geometry, with properties calculated with ωB97M-V/def2-TZVPD.

XYZ file:
```
37
C17H9F3N3O4S, DFT ωB97M-V/def2-TZVPD
N 0.555 1.700 7.233
C 0.587 1.337 6.119
C 0.539 0.926 4.740
C -0.614 1.200 4.007
C -0.746 0.714 2.706
C 0.242 -0.120 2.125
C -0.107 -0.926 0.875
C -1.314 -0.266 0.117
C -2.062 -1.254 -0.737
C -2.074 -1.161 -2.111
C -1.299 -0.130 -2.704
C -0.507 -0.321 -3.921
O -0.618 -1.192 -4.747
N 0.515 0.697 -3.869
S 2.114 -0.252 -3.686
C 2.330 0.530 -5.396
F 1.357 0.142 -6.271
F 2.336 1.900 -5.320
F 3.514 0.158 -5.955
C 0.507 1.393 -2.634
O 1.363 2.169 -2.208
C -0.697 0.883 -1.935
C -0.792 0.914 -0.585
N -0.819 -2.192 1.607
O -0.364 -3.337 1.616
O -1.853 -1.844 2.195
C 1.446 -0.281 2.821
C 1.578 0.228 4.115
H -1.445 1.766 4.443
H -1.669 1.024 2.199
H 0.695 -1.398 0.291
H -2.026 0.111 0.858
H -2.475 -2.139 -0.264
H -2.584 -1.868 -2.764
H -0.349 1.703 0.023
H 2.244 -0.860 2.347
H 2.492 0.046 4.671
```

Calculated values
- total charge = -1
- HOMO energy (eV) = -3.4
- SMILES = N#Cc1ccc([C@H]([C@@H]2C=CC3=C([O-])N(SC(F)(F)F)C(=O)C3=C2)[N+](=O)[O-])cc1
- lowest unoccupied orbital energy (eV) = 1.824
- orbital gap (eV) = 5.244
- E (Eh) = -1816.124097
- energy relative to the best compared isomer or geometry (same formula, charge and spin) (kcal/mol) = 19.40